Below is a molecular structure, C32H45GeN7OOsPS in a non-equilibrium geometry, with properties calculated with ωB97M-V/def2-TZVPD.

Properties
* max |F|: 0.023 Eh/bohr
* relative energy (zero: lowest compared OMol25 entry of this formula, charge and spin): 0.0 kcal/mol
* HOMO-LUMO gap (spin up / spin down): 7.09 / 7.09 eV
* net charge: +1
* LUMO energy (spin up / spin down): -1.78 / -1.78 eV

The geometry in XYZ format:
```
89
C32H45GeN7OOsPS | the Open Molecules 2025 dataset | ωB97M-V/def2-TZVPD
Os 0.05218 -0.39138 -0.27655
C 5.13447 -1.87960 -0.64176
N 4.27319 -1.08919 -1.52425
C 4.89702 -0.44088 -2.67866
C 3.04071 -0.83612 -1.19352
N 1.93542 -0.61067 -0.90038
H 5.78299 -2.50778 -1.25038
H 4.51931 -2.51413 -0.00967
H 5.74993 -1.23063 -0.01684
H 5.36340 -1.19541 -3.31155
H 5.65659 0.27056 -2.35179
H 4.13605 0.08144 -3.25154
C 0.98879 -2.63487 2.56287
N -0.45336 -2.54350 2.70985
C -1.29308 -3.56775 3.10975
C -2.54555 -3.07401 3.14227
N -2.44731 -1.75346 2.74877
C -1.17111 -1.43603 2.46877
S -0.67848 0.13065 1.94926
H 1.26183 -3.68673 2.54027
H 1.48447 -2.13551 3.39370
H 1.25381 -2.14939 1.62077
H -0.92013 -4.55536 3.31617
H -3.48071 -3.53806 3.39650
H -3.19494 -1.08856 2.63672
C -0.85549 -1.72810 -0.81131
Ge -1.81239 -3.26101 -1.50385
C -1.39772 -4.70502 -0.26056
C -2.39025 -5.51016 0.29326
C -2.06264 -6.54173 1.16711
C -0.73510 -6.78048 1.49312
C 0.26514 -5.98592 0.94285
C -0.06679 -4.95324 0.07661
C -3.71780 -2.86320 -1.50552
C -4.38237 -2.72515 -0.28709
C -5.73296 -2.41178 -0.24156
C -6.44102 -2.22851 -1.42271
C -5.79208 -2.35348 -2.64143
C -4.43782 -2.66728 -2.68168
C -1.07796 -3.61360 -3.26767
C 0.20430 -3.18131 -3.60037
C 0.75917 -3.49984 -4.83292
C 0.03552 -4.25006 -5.74943
C -1.24227 -4.68710 -5.42917
C -1.79272 -4.37456 -4.19320
H -3.43077 -5.34623 0.03588
H -2.84412 -7.16583 1.58219
H -0.47786 -7.59081 2.16347
H 1.30382 -6.18249 1.18062
H 0.72114 -4.33770 -0.34652
H -3.83765 -2.87037 0.63877
H -6.23831 -2.31334 0.71166
H -7.49597 -1.98864 -1.39115
H -6.33850 -2.20734 -3.56431
H -3.94277 -2.74278 -3.64224
H 0.76737 -2.57334 -2.89987
H 1.75800 -3.16195 -5.08003
H 0.46681 -4.49677 -6.71100
H -1.80987 -5.27496 -6.13890
H -2.78205 -4.74694 -3.95130
C -1.40136 4.50409 0.86249
N -0.22705 4.25246 0.02014
C 1.00829 4.28581 0.80843
P -0.35824 3.09117 -1.14268
O -0.47980 1.67493 -0.67337
N 1.02100 3.28333 -2.03078
C 1.39065 2.20993 -2.95130
C 1.47061 4.59938 -2.47435
N -1.75558 3.45864 -1.93456
C -1.96519 4.79082 -2.48751
C -2.51102 2.40928 -2.61486
H -1.35120 5.52445 1.24454
H -1.43160 3.81258 1.71011
H -2.31520 4.38864 0.28708
H 1.13720 5.28536 1.22555
H 1.86902 4.05360 0.18770
H 0.96742 3.56967 1.63562
H 0.93715 1.27004 -2.64354
H 2.47725 2.08633 -2.94686
H 1.07989 2.44434 -3.97463
H 1.11475 5.37478 -1.80109
H 1.11732 4.82263 -3.48616
H 2.56274 4.62650 -2.48435
H -1.41804 5.53529 -1.91248
H -3.02745 5.03927 -2.44166
H -1.64953 4.85342 -3.53453
H -2.32242 1.44684 -2.14721
H -2.24682 2.35071 -3.67596
H -3.57754 2.63101 -2.54010
```

Charges in e, computed with Löwdin, in the same order as the atoms: 0.94, -0.02, -0.19, -0.02, -0.23, -0.05, 0.09, 0.09, 0.10, 0.09, 0.10, 0.08, -0.03, -0.09, -0.03, -0.06, 0.08, -0.73, 0.58, 0.08, 0.10, 0.03, 0.13, 0.13, 0.16, -0.47, 0.91, -0.27, -0.11, -0.08, -0.10, -0.10, -0.12, -0.28, -0.12, -0.08, -0.08, -0.08, -0.10, -0.28, -0.11, -0.09, -0.08, -0.08, -0.11, 0.10, 0.11, 0.11, 0.10, 0.10, 0.07, 0.10, 0.11, 0.11, 0.09, 0.07, 0.10, 0.10, 0.11, 0.10, -0.09, -0.30, -0.09, 0.53, -0.49, -0.30, -0.10, -0.11, -0.30, -0.10, -0.08, 0.09, 0.09, 0.08, 0.09, 0.07, 0.09, 0.04, 0.08, 0.09, 0.07, 0.09, 0.09, 0.07, 0.09, 0.09, 0.07, 0.09, 0.09